(1)
The following is a DFT calculation (wB97M-V/def2-TZVPD) of a cluster of 2 separate species, C12H14Cl2O in total in a non-equilibrium geometry.

Last column: Löwdin charge in e.
CARTESIAN COORDINATES (ANGSTROEM)
C: 2.910 1.735 0.620  -0.018
C: 2.504 0.866 -0.041  -0.032
C: -1.785 -0.195 1.088  -0.082
C: -0.427 -0.224 0.767  -0.120
C: -2.782 -0.474 0.213  -0.285
C: -0.116 -0.263 -0.518  -0.116
C: -2.384 -0.951 -1.207  -0.149
C: -1.013 -0.421 -1.596  -0.706
C: 3.352 3.009 1.361  -0.051
C: -4.202 -0.472 0.659  -0.068
C: 2.301 -1.589 0.186  -0.538
C: 2.201 -0.364 -0.669  -0.365
O: 2.544 -0.652 -1.987  0.029
Cl: -1.229 1.070 -2.578  0.608
Cl: 1.360 -3.025 -0.277  0.619
H: -2.327 0.108 2.038  0.122
H: 0.372 0.031 1.521  0.124
H: -2.272 -2.000 -1.283  0.111
H: -3.175 -0.383 -1.814  0.123
H: -0.628 -1.105 -2.345  0.095
H: 2.494 3.608 1.385  0.049
H: 4.245 3.436 0.854  0.089
H: 3.612 2.604 2.345  0.075
H: -4.222 -0.278 1.758  0.082
H: -4.591 -1.443 0.439  0.069
H: -4.768 0.348 0.125  0.102
H: 3.336 -1.732 0.295  0.080
H: 1.905 -1.364 1.147  0.047
H: 2.785 0.123 -2.484  0.105

The HOMO energy (spin up / spin down) is -7.932 / -7.932 eV. The calculation puts the molar mass at 245.1 g mol⁻¹. Its multiplicity is 1. As for the largest force on an atom: 6.4 eV/Å. For the gap between HOMO and LUMO (spin up / spin down), the calculation gives 8.4 / 8.4 eV.

(2)
The following is a DFT calculation (wB97M-V/def2-TZVPD) of a cluster of 2 separate species, C7H10 in total in a non-equilibrium geometry.

Last column: Löwdin charge in e.
CARTESIAN COORDINATES (ANGSTROEM)
C: 0.962 -0.614 -0.136  0.000
C: 3.255 -0.801 -0.139  0.170
C: -2.811 -0.638 0.307  -0.128
C: -2.485 0.739 -0.174  -0.124
C: -0.268 -0.386 0.419  -0.180
C: -1.501 -0.385 -0.387  -0.324
C: 3.723 0.540 0.133  -0.263
H: 1.007 -0.840 -1.192  0.007
H: -2.786 -0.820 1.371  0.097
H: -3.567 -1.204 -0.215  0.094
H: -3.011 1.131 -1.032  0.094
H: -2.235 1.489 0.563  0.098
H: -0.378 -0.170 1.471  0.090
H: -1.387 -0.756 -1.397  0.132
H: 4.812 0.588 0.233  0.064
H: 3.232 1.056 0.961  0.077
H: 3.436 1.069 -0.785  0.098

The HOMO energy is -8.268 eV. The calculation puts the molar mass at 94.2 g mol⁻¹. Its multiplicity is 1. As for the largest force on an atom: 3.1 eV/Å. For the gap between HOMO and LUMO, the calculation gives 7.7 eV.